Formula: C24H27I2InN5O2S3
Source: the Open Molecules 2025 dataset
Level of theory: ωB97M-V with the def2-TZVPD basis set

Element x y z (Å)
In -0.0781 -0.0335 0.9201
I -2.7486 -1.4613 5.1782
C -3.1841 -1.9752 3.1820
C -4.1574 -2.9150 2.8926
C -4.4698 -3.1922 1.5859
I -5.9977 -4.6086 1.2070
C -3.7935 -2.5759 0.5228
C -4.0739 -2.7335 -0.8477
C -3.2974 -2.1017 -1.7824
C -2.1952 -1.3595 -1.3506
N -1.9311 -1.1767 -0.0841
C -2.7211 -1.7020 0.8514
C -2.4364 -1.3152 2.2088
O -1.5785 -0.4212 2.5019
H -4.6769 -3.4138 3.6981
H -4.9175 -3.3384 -1.1524
H -3.5047 -2.1800 -2.8393
H -1.5262 -0.8840 -2.0529
N 0.9916 -3.9257 0.0700
C 0.0954 -3.6349 1.0493
O -1.0626 -3.9997 0.9973
C 0.6970 -2.9319 2.2445
C 1.3012 -1.5840 1.8947
H 0.6306 -4.2751 -0.8040
H 1.8357 -3.3772 0.0066
H 1.4635 -3.5995 2.6604
H -0.0855 -2.8064 2.9943
H 2.1880 -1.6865 1.2628
H 1.6142 -1.0750 2.8078
S -1.6120 2.5165 -2.7746
C -1.3625 1.9243 -1.3231
N -1.1887 1.5070 -0.2380
S 1.4745 1.9406 1.4745
C 0.2108 2.8718 2.2665
C -0.1168 4.1478 1.8220
C -1.1063 4.8654 2.4715
C -1.7852 4.3206 3.5493
C -1.4497 3.0514 3.9959
C -0.4465 2.3365 3.3695
H 0.3978 4.5656 0.9650
H -1.3560 5.8615 2.1289
H -2.5836 4.8711 4.0324
H -1.9672 2.6138 4.8394
H -0.1700 1.3498 3.7232
C 2.8304 -0.1287 -5.3944
C 2.6161 1.0489 -4.4455
N 1.6440 0.6956 -3.4347
C 1.8868 0.3532 -2.1533
S 1.0923 -0.9955 -1.5470
N 2.7725 0.9822 -1.3831
C 3.3259 2.3095 -1.5497
C 4.8370 2.2247 -1.7431
H 3.5580 0.1244 -6.1621
H 1.8927 -0.4073 -5.8707
H 3.1920 -0.9908 -4.8383
H 2.2522 1.9187 -5.0010
H 3.5591 1.3020 -3.9666
H 0.8548 0.1856 -3.8130
H 2.7827 0.6477 -0.4255
H 3.1027 2.8751 -0.6389
H 2.8432 2.7992 -2.3962
H 5.2805 1.7082 -0.8967
H 5.2656 3.2192 -1.8222
H 5.0904 1.6699 -2.6445

Cartesian forces, eV/Å:
0.439 -0.449 0.447
-0.129 -0.159 -0.278
0.476 0.450 0.518
-0.357 -0.304 -0.324
-0.613 -0.514 0.279
0.213 0.219 0.082
0.418 0.341 -0.015
0.008 0.049 -0.149
-0.112 -0.172 0.145
0.044 0.177 -0.268
0.479 0.128 -0.128
-0.708 -0.398 0.191
-0.556 -0.355 0.492
0.701 0.477 -0.393
-0.033 0.000 0.002
0.015 -0.050 0.018
-0.027 -0.037 -0.036
0.009 0.004 -0.067
0.383 -0.040 -0.569
0.056 -0.261 0.668
-0.191 -0.134 -0.158
-0.050 0.035 0.075
-0.477 0.701 -0.353
-0.096 0.066 0.066
-0.117 -0.018 0.034
-0.090 -0.074 0.062
-0.035 -0.097 -0.089
0.027 0.065 -0.043
0.012 0.037 0.002
-0.250 0.549 -1.581
0.341 -0.623 1.868
-0.014 0.087 -0.406
0.331 -0.260 -0.069
0.248 0.048 0.018
-0.083 0.044 0.053
-0.048 0.208 -0.062
-0.136 -0.012 0.097
-0.066 0.014 0.116
-0.028 -0.002 0.091
-0.029 -0.052 0.019
-0.036 0.032 -0.053
0.045 0.038 0.001
-0.049 -0.031 0.016
-0.082 0.054 -0.004
0.043 0.152 0.214
0.197 0.128 -0.231
-0.094 0.096 0.005
0.218 -0.191 -0.143
-0.447 -0.512 0.226
-0.116 0.153 0.018
0.390 0.202 -0.203
-0.237 0.097 -0.061
0.023 0.011 -0.116
-0.066 -0.011 -0.117
0.050 -0.093 0.027
0.149 0.028 0.057
-0.068 0.109 -0.033
0.048 0.100 0.256
-0.039 -0.082 -0.226
-0.148 -0.062 -0.196
-0.069 0.017 0.103
0.142 -0.004 0.106
0.121 0.139 0.048
0.070 -0.058 -0.053

Orbital gap   0.2521 Eh
Strongest force on any atom   1.999 eV/Å
DFT total energy   -3335.28783 Ha
E_HOMO   -0.17253 Ha
LUMO   2.2 eV
Net charge   -1